Molecular formula: C3H7ClSi
Method: DFT, ωB97M-V/def2-TZVPD

The calculation puts the total energy at -868.0088 Eh. The largest force on an atom is 3.93 eV/Å. The energy relative to the best compared isomer or geometry (same formula, charge and spin) comes out at 110.7 kcal/mol. The gap between HOMO and LUMO (alpha / beta) comes out at 7.22 / 9.26 eV. The LUMO energy (alpha / beta) is -0.77 / -0.07 eV. The HOMO energy (alpha / beta) comes out at -7.99 / -9.33 eV. As for the net charge: 0.

Element x y z (Å)
1 C 1.1090 1.8368 1.0278
2 C 0.2579 1.3440 0.1913
3 C 0.5407 -1.8957 -0.3609
4 Si -1.1011 0.3948 -0.6757
5 Cl -2.1872 -0.7996 0.5890
6 H 1.0151 2.8386 1.1120
7 H 1.7196 1.1179 1.6306
8 H -0.2769 -2.5497 -0.6314
9 H 0.4855 -2.0035 0.7152
10 H 1.4110 -1.8378 -0.8954
11 H -0.8166 -0.1688 -2.0475
12 H -2.1571 1.7228 -0.6550

Molecular formula: C39H36ClN3Si2Tl
Method: DFT, ωB97M-V/def2-TZVPD

The calculation puts the total energy at -2883.3988 Eh. The largest force on an atom is 4.30 eV/Å. The gap between HOMO and LUMO (alpha / beta) comes out at 3.70 / 3.70 eV. The LUMO energy (alpha / beta) is -5.30 / -5.30 eV. The HOMO energy (alpha / beta) comes out at -9.00 / -9.00 eV. As for the net charge: +1.

Element x y z (Å)
1 C -0.9142 -0.5572 1.1020
2 C -1.4452 -0.0814 -0.1225
3 C -1.6350 -1.1912 -0.9864
4 H -1.7348 0.9503 -0.3401
5 C -1.2081 -2.3653 -0.2859
6 C -0.7614 -1.9588 1.0078
7 H -0.3959 -2.6180 1.8018
8 H -0.7325 0.0484 1.9931
9 H -2.0714 -1.1591 -1.9891
10 H -1.2519 -3.3901 -0.6653
11 Tl 1.3221 -1.6619 -1.4914
12 Si -0.6460 -0.7343 -7.1174
13 C -0.0529 0.8134 -8.0620
14 C 1.2882 0.9785 -8.4340
15 H 2.0448 0.2310 -8.1855
16 C 1.7152 2.1294 -9.1067
17 H 2.7630 2.2113 -9.4019
18 C 0.8158 3.1554 -9.3942
19 H 1.1414 4.0507 -9.9324
20 C -0.5154 3.0096 -8.9997
21 H -1.2376 3.7911 -9.2308
22 C -0.9384 1.8647 -8.3227
23 H -1.9743 1.8081 -7.9863
24 C 0.2895 -2.0339 -8.1195
25 C 0.0638 -1.9601 -9.5078
26 H -0.6901 -1.2711 -9.8930
27 C 0.8375 -2.7202 -10.3842
28 H 0.6557 -2.6729 -11.4561
29 C 1.8622 -3.5409 -9.8944
30 H 2.4715 -4.1260 -10.5911
31 C 2.0773 -3.6075 -8.5173
32 H 2.8950 -4.1963 -8.1101
33 C 1.2469 -2.9221 -7.6358
34 H 1.3750 -3.0427 -6.5648
35 H -2.0429 -1.0340 -7.4987
36 Si 1.7745 1.8858 -5.0332
37 C 1.0217 0.1242 -5.1491
38 C -0.4368 -0.1674 -5.3320
39 H -1.1765 0.6439 -5.3110
40 C -0.9901 -1.4157 -4.7784
41 H -2.0831 -1.5269 -4.8135
42 C -0.1584 -2.3882 -4.2692
43 H -0.5794 -3.3023 -3.8388
44 C 1.2342 -2.2078 -4.3741
45 H 1.9107 -3.0159 -4.0798
46 C 1.7831 -0.9880 -4.8310
47 H 2.8736 -0.9255 -4.8573
48 C 0.2145 2.9069 -4.7658
49 C -0.7539 2.5452 -3.8121
50 H -0.6550 1.6202 -3.2261
51 C -1.8742 3.3598 -3.5983
52 H -2.5767 3.0893 -2.8064
53 C -2.0586 4.5078 -4.3716
54 H -2.9164 5.1592 -4.1960
55 C -1.1233 4.8351 -5.3569
56 H -1.2628 5.7305 -5.9627
57 C 0.0038 4.0379 -5.5571
58 H 0.7226 4.2894 -6.3411
59 H 2.8575 2.5410 -5.6972
60 Cl 2.7116 1.7076 -3.1501
61 N 2.3056 1.2124 2.5769
62 C 1.8829 1.9352 1.4700
63 C 1.9136 3.3529 1.5953
64 C 1.3617 4.1178 0.5681
65 C 0.8538 3.4383 -0.5447
66 C 0.8837 2.0442 -0.5656
67 N 1.4036 1.2840 0.4079
68 C 2.4646 -0.1659 2.6842
69 C 2.3807 -0.7176 3.9916
70 C 2.6278 -2.0804 4.1454
71 C 2.9320 -2.8294 3.0018
72 C 2.9470 -2.1915 1.7591
73 N 2.7130 -0.8812 1.5891
74 H 2.3251 1.7142 3.4484
75 H 2.3453 3.7657 2.5072
76 H 1.3304 5.2021 0.6400
77 H 0.4341 3.9574 -1.4039
78 H 0.4856 1.5044 -1.4254
79 H 2.1118 -0.0537 4.8099
80 H 2.5992 -2.5405 5.1296
81 H 3.1582 -3.8915 3.0709
82 H 3.1556 -2.7507 0.8443

Molecular formula: C24H43ClCoP2
Method: DFT, ωB97M-V/def2-TZVPD

The calculation puts the total energy at -3465.3756 Eh. The largest force on an atom is 6.13 eV/Å. The energy relative to the best compared isomer or geometry (same formula, charge and spin) comes out at 3.1 kcal/mol. Its expectation value of S² is 6.079. The gap between HOMO and LUMO (alpha / beta) comes out at 6.29 / 4.69 eV. The LUMO energy (alpha / beta) is -3.29 / -4.85 eV. The HOMO energy (alpha / beta) comes out at -9.57 / -9.54 eV. The multiplicity is 5. As for the net charge: +1.

Element x y z (Å)
1 Co -0.4306 0.4623 -1.5755
2 C -0.9378 -1.7145 2.6942
3 C 0.3590 -1.9941 2.1726
4 C 0.5946 -0.3721 3.7632
5 C -0.8020 -0.6962 3.6588
6 C 1.3041 -1.2048 2.8841
7 C -2.2170 -2.3685 2.3460
8 H -2.0818 -3.1284 1.5815
9 H -2.9537 -1.6429 1.9950
10 H -2.6462 -2.8537 3.2263
11 C -1.8922 -0.1289 4.4715
12 H -2.8034 0.0221 3.8804
13 H -1.6099 0.8303 4.9178
14 H -2.1489 -0.8118 5.2996
15 C 1.1933 0.6175 4.6807
16 H 1.6908 0.1073 5.5248
17 H 0.4415 1.2929 5.1025
18 H 1.9560 1.2245 4.1720
19 C 2.7746 -1.2386 2.7508
20 H 3.2337 -1.5015 3.7078
21 H 3.1736 -0.2572 2.4643
22 H 3.0827 -1.9713 2.0081
23 C 0.7068 -2.9307 1.0757
24 H 1.3573 -3.7495 1.4420
25 H 1.2707 -2.4164 0.2682
26 H -0.1835 -3.3789 0.6175
27 C -1.3644 1.6875 -2.5288
28 C -1.9327 0.3427 -2.7621
29 C -1.4646 -0.5488 -3.9122
30 C 0.0542 -0.4274 -4.1180
31 C 0.7124 -0.2010 -2.7882
32 C 1.4462 1.0373 -2.4121
33 C 1.0285 2.3487 -3.1639
34 C -0.4934 2.4238 -3.4904
35 H -2.0224 -0.2761 -4.8142
36 H 0.3071 0.3611 -4.8512
37 H -1.7063 -1.5830 -3.6549
38 H -0.7257 2.0867 -4.4953
39 H -2.0108 2.3652 -1.9611
40 H -3.0283 0.4236 -2.7739
41 H -0.7706 3.4778 -3.4837
42 H 1.2834 3.2330 -2.5466
43 H 2.5140 0.8950 -2.6403
44 H 1.6010 2.4205 -4.1081
45 H 0.4528 -1.3802 -4.4841
46 H 1.2350 -1.0945 -2.3977
47 P -2.2318 -0.5371 -0.9008
48 C -3.8166 0.1970 -0.4462
49 C -2.5292 -2.3069 -1.2276
50 P 2.8165 0.9789 0.4173
51 C 1.3777 1.0520 -0.8398
52 C 3.8300 -0.2063 -0.5583
53 C 3.2140 2.7167 0.1051
54 H -3.6293 1.0661 0.1907
55 H -4.4158 -0.5312 0.1102
56 H -4.3968 0.5205 -1.3175
57 H -2.1718 -2.6261 -2.2120
58 H -3.6012 -2.5314 -1.1311
59 H -1.9669 -2.8624 -0.4633
60 H 3.0155 3.0141 -0.9291
61 H 4.2606 2.8646 0.3542
62 H 2.5826 3.3128 0.7736
63 H 0.7426 1.9222 -0.5737
64 H 0.8477 0.0581 -0.4953
65 H 4.6024 -0.5838 0.1271
66 H 4.2965 0.3126 -1.4025
67 H 3.2323 -1.0614 -0.9232
68 Cl -1.0284 3.3088 0.4932
69 C -0.8704 1.5731 0.6742
70 H 0.0546 1.3861 1.2573
71 H -1.7619 1.1743 1.1746